Record 1
Below is 2 unconnected molecules or ions with the total composition C2H3ClS2 at a distorted geometry, with properties calculated with ωB97M-V/def2-TZVPD.

## Properties
Energy   -1334.54455 Eh
Kohn-Sham gap   9.56 eV
Spin multiplicity   1
HOMO energy   -9.852 eV
Max |F|   2.9 eV Å⁻¹

```
8
Properties=species:S:1:pos:R:3:forces:R:3:lowdin_charge:R:1
C 0.2260 -1.8233 2.2948 0.033 -0.065 0.953 -1.414
C -0.1496 0.9261 -1.4625 1.679 -0.274 -0.766 -0.534
S 1.1244 -0.9875 3.2746 -0.519 -0.433 -0.982 0.703
S -0.7436 -2.7527 1.5027 0.485 0.512 0.012 0.707
Cl 0.0052 2.6210 -0.9182 0.426 0.631 -0.211 0.410
H 0.3433 0.7633 -2.5450 -1.111 0.446 2.656 0.080
H 0.4396 0.3721 -0.6292 -1.592 0.323 -1.792 0.042
H -1.2454 0.8810 -1.5173 0.599 -1.140 0.131 0.007
```
Positions in Å, forces in eV/Å.

Record 2
Below is 2 unconnected molecules or ions with the total composition C5H9FNO2 at a distorted geometry, with properties calculated with ωB97M-V/def2-TZVPD.

## Properties
Energy   -500.90403 Eh
Total charge   -1
Kohn-Sham gap   6.51 eV
Spin multiplicity   1
HOMO energy   -2.719 eV
Max |F|   4.9 eV Å⁻¹

```
18
Properties=species:S:1:pos:R:3:forces:R:3:lowdin_charge:R:1
C 0.7981 0.9659 -0.9603 -1.919 0.515 4.526 -0.175
C -0.6134 0.5792 -1.2832 -1.525 -2.437 0.702 -0.192
C 1.2902 -0.2038 -0.0579 1.095 -0.544 -2.256 -0.142
C -1.4589 0.6075 0.0299 1.101 -0.666 -2.062 -0.140
C 0.4335 -0.4648 1.1091 -2.128 1.039 -1.924 -0.322
N -0.7790 0.0866 1.1655 3.327 0.020 1.962 -0.226
O -1.4004 0.3907 2.2807 -0.491 -0.542 0.895 -0.202
O 0.3337 -2.5475 0.2281 -0.143 -0.435 1.459 -0.471
F 1.1316 -0.8275 2.1747 -0.991 0.283 0.671 0.109
H 1.3687 1.1474 -1.7827 1.821 0.400 -2.230 0.061
H 0.6945 1.9276 -0.3102 0.552 -1.193 -1.123 0.142
H -1.1361 1.1157 -2.0454 -0.178 0.911 -0.436 0.089
H -0.7004 -0.4742 -1.6024 0.636 0.203 -0.186 0.116
H 1.3116 -1.1482 -0.6936 0.070 1.162 0.954 0.110
H 2.2905 -0.1171 0.3789 0.095 0.462 -0.339 0.115
H -1.6593 1.6347 0.1301 -0.506 1.371 1.124 0.097
H -2.3706 0.0349 0.0501 -0.579 -0.065 -0.712 0.124
H 0.4659 -2.7071 1.1886 -0.233 -0.486 -1.024 -0.093
```
Positions in Å, forces in eV/Å.

Record 3
Below is 2 unconnected molecules or ions with the total composition C4H9Br2O2P at a distorted geometry, with properties calculated with ωB97M-V/def2-TZVPD.

## Properties
Energy   -5797.60261 Eh
Kohn-Sham gap (spin up / spin down)   6.50 / 6.50 eV
Spin multiplicity   1
HOMO energy (spin up / spin down)   -9.625 / -9.625 eV
Max |F|   4.4 eV Å⁻¹

```
18
Properties=species:S:1:pos:R:3:forces:R:3:lowdin_charge:R:1
C -0.0266 -1.3559 -0.1496 -2.539 1.930 -1.668 -0.072
C -1.6109 -0.0766 1.4150 1.769 -0.318 1.617 -0.029
C -1.2259 0.6886 -0.9909 1.863 -0.497 0.042 -0.044
C -0.5250 0.0529 0.3299 -1.253 -0.994 -2.878 -0.809
O 2.3692 0.7897 -1.9530 -0.078 0.528 -0.211 -0.436
O 0.4343 0.7861 0.8673 4.068 1.548 -0.457 -0.135
P 2.5535 0.7406 -0.5153 -0.865 -0.840 2.587 0.172
Br 3.5668 -1.2586 0.0399 -0.642 1.321 -0.067 0.300
Br 3.8317 2.3057 0.5665 -1.030 -0.979 -0.775 0.299
H -1.0677 -1.6953 -0.4855 1.949 -0.854 0.223 0.099
H 0.6369 -1.1743 -1.0442 -0.698 -0.492 0.917 0.054
H 0.4474 -1.9040 0.6175 0.321 -0.838 0.748 0.050
H -1.0778 -0.3807 2.3726 -0.827 -0.198 -1.113 0.110
H -2.3587 -0.7907 1.0890 -0.210 0.075 0.200 0.083
H -1.9778 0.9028 1.6688 -0.604 0.342 -0.279 0.075
H -1.5381 1.7628 -0.7661 0.237 -1.535 -0.545 0.091
H -0.3521 0.6426 -1.8378 -2.464 0.324 1.796 0.107
H -2.0793 -0.0356 -1.2241 1.002 1.477 -0.135 0.084
```
Positions in Å, forces in eV/Å.